15
Properties=species:S:1:pos:R:3 method="wB97M-V/def2-TZVPD" smiles="C/N=C/N=C(/N)C=O" homo_ha=-0.3187 relative_energy_kj_mol=231.4 orbital_gap_ev=8.739
C 1.4882 -1.4550 -1.7013
N 0.5108 -0.8565 -0.8967
C 0.9933 -0.2497 0.1693
N 0.3536 0.4844 1.0926
C -0.8936 0.9363 0.9677
N -1.1840 1.9441 1.7876
C -1.8954 0.1320 0.1790
O -2.4896 0.5119 -0.8209
H 1.5833 -0.8777 -2.5964
H 2.5800 -1.5017 -1.2703
H 1.3024 -2.4982 -1.9566
H 2.0417 -0.2085 0.3063
H -0.4514 2.1699 2.4251
H -2.0598 2.4183 1.7856
H -1.8794 -0.9497 0.5291